i:
Computed, not measured: 11 unconnected molecules or ions with the total composition C72H173N11O20, with ωB97M-V/def2-TZVPD.

Calculated values
SMILES string: CC1(C)CCCC(C)(C)N1O.CC1(C)CCCC(C)(C)N1O.COCCNCCOC.COCCNCCOC.COCCNCCOC.COCCNCCOC.COCCNCCOC.COCCNCCOC.COCCNCCOC.COCCNCCOC.COCCNCCOC

```
! wB97M-V def2-TZVPD RIJCOSX def2/J DEFGRID3
* xyz 0 1
C -3.2618 -4.3489 0.4528
C -2.1371 -3.5126 1.2461
C -2.7849 -2.0787 1.4622
C -2.1367 -1.1303 2.4629
C -1.8336 -1.9364 3.7690
C -1.2112 -3.3698 3.6714
N -1.7695 -4.1666 2.5434
O -1.2093 -5.4201 2.2693
C 0.3485 -3.3103 3.4469
C -1.5764 -4.1372 4.9995
C -0.9471 -3.3117 0.2981
H -4.3061 -4.2115 0.7330
H -3.0234 -5.3671 0.1452
H -3.3022 -3.8473 -0.5141
H -2.9525 -1.5206 0.5411
H -3.8066 -2.1270 1.8390
H -2.7515 -0.2583 2.6858
H -1.2624 -0.6864 1.9869
H -2.7386 -1.8905 4.3748
H -1.1129 -1.3776 4.3660
H 0.5534 -2.7345 2.5443
H 0.7580 -2.7120 4.2609
H 0.8064 -4.2966 3.3729
H -2.6209 -4.4432 4.9393
H -0.9026 -4.9601 5.2379
H -1.5562 -3.5109 5.8913
H -0.3200 -4.2017 0.2449
H -0.2232 -2.5822 0.6612
H -1.2096 -2.9414 -0.6929
H -1.9769 -5.9548 2.4849
C 9.3807 -0.2475 8.2628
C 8.9526 -0.0636 6.8810
C 8.7977 -1.5144 6.2945
C 7.9421 -1.6326 5.0320
C 6.6533 -0.9598 5.2092
C 6.6590 0.5365 5.7652
N 7.6156 0.6328 6.9264
O 7.6245 1.8791 7.5721
C 7.0874 1.4778 4.6133
C 5.2067 0.7485 6.1842
C 9.9564 0.7269 5.9935
H 9.3553 0.5694 8.9841
H 10.4084 -0.6095 8.2326
H 8.7987 -1.0632 8.6918
H 9.7817 -1.8299 5.9476
H 8.6241 -2.3604 6.9595
H 7.9114 -2.7015 4.8208
H 8.4873 -1.1563 4.2172
H 6.0028 -1.5486 5.8559
H 6.1130 -1.0066 4.2636
H 6.3288 1.6404 3.8477
H 7.2443 2.5213 4.8863
H 8.0746 1.2239 4.2271
H 4.9235 0.1252 7.0324
H 5.0480 1.7201 6.6520
H 4.4432 0.8135 5.4089
H 9.6496 1.7579 5.8170
H 10.1766 0.3350 5.0006
H 10.9004 0.8074 6.5324
H 7.2970 1.6151 8.4350
C -8.9226 5.5650 -3.9768
O -8.2685 5.5725 -5.2611
C -6.9759 6.0690 -5.1267
C -5.9650 5.3697 -4.3098
N -5.7183 4.0008 -4.6563
C -4.4585 3.4585 -4.2044
C -3.1180 4.2099 -4.5035
O -2.0131 3.4402 -4.0511
C -0.6910 4.0305 -4.3997
H -8.7668 6.4668 -3.3847
H -8.4913 4.7706 -3.3677
H -10.0051 5.4419 -4.0083
H -6.9603 7.1415 -4.9333
H -6.5882 6.0538 -6.1453
H -6.1809 5.3490 -3.2417
H -5.0327 5.9328 -4.3527
H -5.8496 3.8745 -5.6498
H -4.4604 2.3876 -4.4075
H -4.4532 3.2930 -3.1271
H -3.2145 5.1813 -4.0185
H -2.9320 4.3356 -5.5701
H -0.4206 4.8079 -3.6852
H -0.8159 4.3808 -5.4243
H 0.1393 3.3244 -4.3899
C -4.5557 -7.2702 -4.1256
O -4.1352 -6.2887 -5.1365
C -3.5340 -6.8785 -6.3339
C -2.7660 -5.8076 -7.1360
N -1.7071 -5.3183 -6.2819
C -1.1388 -4.0900 -6.8366
C -0.1832 -3.4342 -5.8402
O -0.9767 -3.0062 -4.7277
C -0.2355 -2.7865 -3.5220
H -5.3980 -7.0321 -3.4760
H -3.7083 -7.4874 -3.4753
H -4.7822 -8.1785 -4.6839
H -4.3500 -7.3159 -6.9090
H -2.9453 -7.7542 -6.0605
H -3.4211 -5.0232 -7.5149
H -2.3153 -6.2968 -7.9995
H -1.9656 -5.1866 -5.3145
H -1.8844 -3.3236 -7.0481
H -0.6751 -4.4519 -7.7542
H 0.2144 -2.4861 -6.2023
H 0.5027 -4.2101 -5.5002
H 0.7436 -2.3262 -3.6543
H -0.1601 -3.7249 -2.9727
H -0.8693 -2.0847 -2.9799
C 2.1220 -0.1985 2.9396
O 1.3547 0.4254 1.8339
C 1.2027 1.8532 1.9368
C 0.5535 2.4644 0.6634
N -0.6756 1.7304 0.2521
C -0.7956 1.6414 -1.2068
C -2.1802 1.0338 -1.7781
O -2.1765 -0.3691 -1.8382
C -3.3341 -0.9635 -2.3425
H 1.4641 -0.6577 3.6775
H 2.9592 0.3624 3.3550
H 2.7270 -0.9949 2.5064
H 2.1938 2.2675 2.1214
H 0.8025 2.1523 2.9055
H 1.2898 2.4790 -0.1403
H 0.2386 3.4865 0.8735
H -0.5319 0.7664 0.5171
H 0.0389 1.0249 -1.5409
H -0.5883 2.6190 -1.6422
H -2.5674 1.3749 -2.7383
H -2.9861 1.3582 -1.1198
H -3.2149 -1.9853 -1.9823
H -3.4015 -0.9657 -3.4304
H -4.2880 -0.5626 -1.9996
C 2.0948 6.5966 3.0145
O 2.5301 5.2620 3.2857
C 3.5095 5.2292 4.2598
C 3.9501 3.7426 4.5688
N 2.7933 3.0495 4.9877
C 2.0837 3.5283 6.2071
C 1.0874 2.4878 6.7350
O -0.1685 2.4168 6.0358
C -0.6563 1.1407 5.8825
H 2.8749 7.3112 2.7524
H 1.4693 6.9594 3.8301
H 1.5212 6.6191 2.0879
H 3.1686 5.6447 5.2081
H 4.3613 5.7923 3.8783
H 4.6142 3.6242 5.4250
H 4.4765 3.2705 3.7393
H 2.1602 3.1252 4.2044
H 1.5142 4.4506 6.0931
H 2.8452 3.5582 6.9864
H 0.8200 2.8266 7.7359
H 1.6428 1.5656 6.9058
H -0.1988 0.7003 4.9966
H -1.7432 1.1830 5.8111
H -0.3851 0.4834 6.7087
C -5.9683 2.2528 -0.3933
O -6.0969 0.8410 -0.3142
C -7.3026 0.4526 0.1684
C -7.2261 -0.9342 0.8026
N -6.4678 -2.0229 0.1615
C -7.1661 -2.2983 -1.1363
C -6.5824 -3.5649 -1.8251
O -5.4485 -3.0875 -2.5108
C -4.7664 -4.0163 -3.2904
H -6.5750 2.6243 -1.2191
H -4.9534 2.4733 -0.7243
H -6.3720 2.7593 0.4835
H -8.1080 0.4035 -0.5644
H -7.6855 1.2114 0.8508
H -8.2058 -1.2944 1.1165
H -6.7476 -0.8555 1.7788
H -5.5932 -1.6464 -0.1754
H -6.9623 -1.4906 -1.8393
H -8.2050 -2.5374 -0.9089
H -7.2582 -3.9350 -2.5961
H -6.3695 -4.3939 -1.1501
H -5.3251 -4.5113 -4.0847
H -4.4101 -4.9142 -2.7855
H -3.8902 -3.5513 -3.7423
C -10.8403 1.9468 -4.7622
O -9.7534 1.0999 -4.5745
C -8.5430 1.7956 -4.3759
C -7.3812 0.8292 -4.3872
N -7.2439 -0.0086 -5.6327
C -6.2810 -1.0978 -5.3665
C -6.2220 -2.1481 -6.5642
O -7.5022 -2.7934 -6.7524
C -7.7224 -3.8617 -5.8724
H -10.8767 2.6511 -5.5932
H -11.1618 2.4164 -3.8326
H -11.6628 1.2822 -5.0267
H -8.5582 2.3949 -3.4656
H -8.5364 2.3471 -5.3161
H -7.3986 0.1775 -3.5136
H -6.4575 1.4073 -4.3602
H -8.1763 -0.3428 -5.8302
H -6.5334 -1.6275 -4.4479
H -5.2429 -0.7711 -5.3049
H -5.4069 -2.8293 -6.3201
H -5.8704 -1.6614 -7.4738
H -7.8615 -3.4410 -4.8765
H -6.9123 -4.5876 -5.8035
H -8.6058 -4.4193 -6.1835
C -0.9177 7.4411 -1.8150
O -1.0319 6.5209 -0.7503
C -1.7022 5.3657 -1.0427
C -2.2215 5.0284 0.3740
N -2.8677 3.7145 0.6027
C -3.4299 3.4015 1.9446
C -2.3657 3.5370 3.0116
O -2.0843 4.9370 3.2195
C -1.0473 5.1694 4.2123
H -0.6529 6.9211 -2.7356
H -0.2783 8.2635 -1.4944
H -1.8713 7.9574 -1.9261
H -0.8805 4.7254 -1.3635
H -2.5712 5.3890 -1.7002
H -2.8630 5.8048 0.7910
H -1.3419 5.0083 1.0176
H -2.2324 2.9317 0.5425
H -3.7537 2.3686 1.8165
H -4.2507 4.0413 2.2687
H -1.4479 3.0184 2.7346
H -2.6157 3.0540 3.9563
H -1.0007 6.2263 4.4747
H -0.1414 4.9190 3.6602
H -1.1155 4.4646 5.0410
C 9.7543 -8.6902 -2.1382
O 8.5229 -8.3502 -1.5200
C 8.3121 -6.9581 -1.2630
C 7.0802 -6.9081 -0.3442
N 6.7839 -5.4423 -0.2117
C 7.5355 -4.8589 0.8505
C 7.3002 -3.3510 0.8241
O 6.0056 -2.9721 1.3400
C 5.7385 -1.6033 1.1285
H 9.8954 -9.7694 -2.0792
H 10.5306 -8.2480 -1.5138
H 9.7211 -8.3207 -3.1631
H 7.9989 -6.4834 -2.1929
H 9.2637 -6.5672 -0.9025
H 7.1952 -7.4003 0.6216
H 6.1921 -7.3343 -0.8108
H 5.8242 -5.2160 0.0067
H 8.6052 -5.0235 0.7207
H 7.1759 -5.2173 1.8150
H 7.2768 -2.9814 -0.2010
H 8.1511 -2.8660 1.3025
H 4.6900 -1.4743 1.3968
H 5.8789 -1.3063 0.0892
H 6.3360 -0.8816 1.6854
C 9.1260 -0.3800 -1.7176
O 8.4113 -0.4728 -0.5125
C 8.6859 0.5963 0.3896
C 7.9688 1.9532 0.1024
N 6.5122 1.7624 0.1450
C 5.8115 2.9271 0.5439
C 4.3927 2.9772 -0.0931
O 4.4833 2.7257 -1.4280
C 3.2507 2.6137 -2.0932
H 9.0229 -1.2259 -2.3972
H 10.2086 -0.2654 -1.6633
H 8.7202 0.4901 -2.2337
H 9.7552 0.8021 0.3433
H 8.4582 0.1131 1.3398
H 8.4223 2.2591 -0.8404
H 8.3920 2.6001 0.8709
H 6.2396 1.5163 -0.7959
H 6.1743 3.9296 0.3168
H 5.7281 2.8699 1.6292
H 4.0202 3.9573 0.2048
H 3.8444 2.1569 0.3701
H 2.5034 3.3360 -1.7648
H 2.7870 1.6288 -2.0374
H 3.2940 2.7267 -3.1765
*
```

These are the Mulliken partial charges, in e, on atoms 1 to 5:
1. C -1.235
2. C 1.824
3. C -1.185
4. C 1.135
5. C -1.635

---

ii:
Computed, not measured: 11 unconnected molecules or ions with the total composition C72H173N11O20, with ωB97M-V/def2-TZVPD.

Calculated values
SMILES string: CC1(C)CCCC(C)(C)N1O.CC1(C)CCCC(C)(C)N1O.COCCNCCOC.COCCNCCOC.COCCNCCOC.COCCNCCOC.COCCNCCOC.COCCNCCOC.COCCNCCOC.COCCNCCOC.COCCNCCOC

```
! wB97M-V def2-TZVPD RIJCOSX def2/J DEFGRID3
* xyz 0 1
C -2.2550 -4.3981 -3.4396
C -0.9273 -4.5206 -2.6402
C -1.3638 -4.8520 -1.2050
C -0.2036 -5.3143 -0.3165
C 0.6613 -6.4024 -1.0005
C 0.9244 -6.2842 -2.5014
N -0.1342 -5.5720 -3.1929
O 0.0879 -5.4727 -4.5861
C 2.3001 -5.5730 -2.7002
C 1.0342 -7.7070 -3.0710
C -0.2310 -3.1216 -2.6264
H -2.1120 -4.1467 -4.4920
H -2.9483 -3.6737 -3.0093
H -2.7675 -5.3638 -3.4514
H -1.7999 -3.9653 -0.7456
H -2.0902 -5.6620 -1.3083
H -0.6344 -5.7932 0.5655
H 0.3090 -4.4173 0.0364
H 0.1974 -7.3560 -0.7391
H 1.5928 -6.3806 -0.4313
H 2.2505 -4.8896 -3.5537
H 2.6386 -4.9797 -1.8509
H 3.0897 -6.2607 -3.0136
H 1.7514 -8.2970 -2.4933
H 0.0811 -8.2343 -3.0198
H 1.4783 -7.6954 -4.0679
H 0.0440 -2.7927 -3.6308
H 0.6482 -3.1149 -1.9807
H -0.9313 -2.3502 -2.2997
H -0.3613 -6.2671 -4.8972
C -2.8070 4.7678 3.6780
C -3.9793 4.0499 4.3074
C -5.0535 5.1123 4.6256
C -6.3631 4.4537 5.1065
C -6.8639 3.5071 3.9943
C -5.8472 2.4262 3.5595
N -4.5426 3.0686 3.3787
O -3.5759 2.2644 2.7453
C -5.8352 1.2885 4.5524
C -6.3375 1.9193 2.1893
C -3.5078 3.3993 5.6288
H -3.1618 5.2812 2.7741
H -1.9941 4.1595 3.2778
H -2.4150 5.5471 4.3318
H -4.7544 5.8484 5.3807
H -5.1917 5.7873 3.7760
H -7.0847 5.2713 5.1427
H -6.2661 3.9202 6.0464
H -7.3563 3.9805 3.1445
H -7.7112 3.0037 4.4789
H -4.9088 0.7156 4.4647
H -5.8778 1.6730 5.5733
H -6.6660 0.5991 4.3955
H -5.9913 2.5058 1.3364
H -5.8327 0.9709 1.9676
H -7.4135 1.7617 2.1568
H -4.3056 3.0924 6.2986
H -2.8158 4.0877 6.1212
H -2.8670 2.5438 5.3959
H -3.6215 2.5725 1.8239
C -3.9212 -1.5769 -0.6356
O -4.9647 -1.4465 -1.5579
C -4.8926 -0.2452 -2.3273
C -5.7767 -0.3381 -3.5447
N -5.7924 0.9660 -4.2053
C -6.7198 0.9702 -5.3456
C -6.5733 2.2934 -6.1167
O -5.2304 2.4434 -6.4817
C -4.9970 3.5207 -7.3922
H -4.1287 -0.9433 0.2422
H -2.9213 -1.1978 -0.9000
H -3.8229 -2.6055 -0.2969
H -3.8491 -0.0025 -2.5509
H -5.2718 0.5177 -1.6355
H -6.7844 -0.6686 -3.2958
H -5.3281 -1.1195 -4.1764
H -4.8849 1.1322 -4.6326
H -7.7573 0.8315 -5.0369
H -6.4969 0.1341 -6.0218
H -6.9857 3.1237 -5.5366
H -7.2688 2.1249 -6.9518
H -3.9481 3.3623 -7.6375
H -5.1603 4.4938 -6.9216
H -5.6608 3.4155 -8.2538
C -3.5262 2.7977 -0.8708
O -2.7101 2.2756 0.1589
C -1.3292 2.4398 -0.0399
C -0.5781 1.7476 1.1123
N 0.8249 1.4340 0.8590
C 0.9704 0.4173 -0.1871
C 0.6348 -0.9996 0.2641
O 0.9631 -1.1687 1.6078
C 1.0256 -2.5138 2.0252
H -3.3246 3.8486 -1.1040
H -4.5156 2.8364 -0.4089
H -3.5378 2.1277 -1.7298
H -1.1227 3.5082 0.0838
H -1.0094 2.0063 -0.9894
H -1.0693 0.8111 1.4105
H -0.6749 2.4551 1.9386
H 1.1830 0.9802 1.6933
H 1.9892 0.4677 -0.5857
H 0.4211 0.5977 -1.1147
H 1.1917 -1.7488 -0.3194
H -0.3966 -1.2302 -0.0510
H 1.0257 -2.5904 3.1085
H 1.9806 -2.9350 1.6943
H 0.1969 -3.0929 1.6091
C -2.1562 -1.0849 -4.6294
O -1.9753 0.2923 -4.5818
C -0.8500 0.6542 -3.8160
C -0.6404 2.1565 -3.7794
N -0.0133 2.8171 -4.9317
C -0.8049 2.5462 -6.1504
C -0.2109 3.1431 -7.4167
O -0.9485 4.3261 -7.6913
C -0.3552 5.2000 -8.6605
H -3.1004 -1.3782 -5.0960
H -2.2854 -1.5391 -3.6395
H -1.3888 -1.6712 -5.1475
H 0.0258 0.2127 -4.3083
H -0.9647 0.3009 -2.7843
H -0.1647 2.4477 -2.8444
H -1.6434 2.6134 -3.7821
H -0.2536 3.7980 -4.8096
H -1.8081 2.9808 -6.0552
H -0.9942 1.4933 -6.3550
H -0.2630 2.4615 -8.2753
H 0.8591 3.3480 -7.2789
H -1.0128 6.0613 -8.5649
H -0.3449 4.6918 -9.6290
H 0.6768 5.4259 -8.3758
C 5.9601 -8.1733 -2.2865
O 4.6542 -8.1694 -1.7246
C 4.3852 -9.2534 -0.8516
C 4.6996 -8.9723 0.6130
N 3.7436 -8.1293 1.2914
C 3.5266 -6.8325 0.6682
C 2.7411 -5.8733 1.5433
O 3.4795 -5.4010 2.6645
C 4.3338 -4.3064 2.3359
H 6.1397 -7.1591 -2.6423
H 5.9983 -8.8846 -3.1109
H 6.7050 -8.3424 -1.5050
H 4.8730 -10.1655 -1.2118
H 3.3283 -9.5205 -0.9393
H 5.7360 -8.6119 0.7211
H 4.7227 -9.9643 1.0770
H 4.0585 -8.0244 2.2476
H 3.0287 -6.9272 -0.2957
H 4.5029 -6.3499 0.5115
H 1.7789 -6.2854 1.8574
H 2.4838 -4.9702 0.9727
H 4.8275 -4.4390 1.3747
H 5.0200 -4.2263 3.1789
H 3.6736 -3.4357 2.3817
C 3.2358 2.1791 9.7730
O 3.2541 0.9845 9.0367
C 4.2611 0.8466 8.0735
C 4.0539 1.7261 6.8311
N 2.8956 1.1810 6.1403
C 2.3786 2.0986 5.1253
C 1.0275 1.5397 4.5989
O 0.2156 1.2166 5.6887
C -0.8986 0.4321 5.3328
H 2.4782 2.0667 10.5469
H 2.8922 3.0026 9.1344
H 4.2115 2.4278 10.2012
H 4.3693 -0.1988 7.7906
H 5.2496 1.1061 8.4811
H 4.8743 1.8674 6.1292
H 3.7972 2.7217 7.2317
H 2.1085 1.0025 6.7551
H 3.0166 2.0695 4.2399
H 2.1698 3.1233 5.4516
H 1.2676 0.6834 3.9537
H 0.5709 2.2683 3.9142
H -1.5884 1.0669 4.7581
H -1.4603 0.0973 6.2012
H -0.7107 -0.4157 4.6675
C 8.0457 -3.0890 0.0472
O 7.1913 -3.0611 -1.0728
C 6.4830 -4.2543 -1.2682
C 5.1993 -3.9902 -2.0341
N 4.0768 -3.5351 -1.1939
C 4.2901 -2.1587 -0.6451
C 4.1529 -1.1155 -1.7262
O 2.9719 -1.3930 -2.4701
C 2.6603 -0.3944 -3.4145
H 8.4833 -2.0952 0.1410
H 8.9025 -3.7569 -0.0932
H 7.5853 -3.3493 1.0038
H 6.2453 -4.7607 -0.3234
H 7.0233 -5.0196 -1.8456
H 4.8544 -4.9336 -2.4677
H 5.4311 -3.3587 -2.9006
H 3.2434 -3.3458 -1.7438
H 5.2738 -2.0232 -0.2003
H 3.5459 -2.0211 0.1437
H 5.0576 -1.0505 -2.3397
H 3.9950 -0.1206 -1.2897
H 1.6771 -0.5939 -3.8319
H 3.4256 -0.3944 -4.1974
H 2.6346 0.5893 -2.9352
C -2.0026 5.7305 -3.9320
O -1.0208 4.9553 -3.2427
C -0.1642 5.6903 -2.3709
C 0.9980 4.8002 -1.9239
N 1.8438 4.2955 -3.0027
C 2.9372 3.4998 -2.4795
C 3.8360 3.1105 -3.6254
O 4.7924 2.1557 -3.1618
C 5.6207 1.7728 -4.2398
H -2.6455 6.1640 -3.1601
H -2.6037 5.0823 -4.5652
H -1.4872 6.5004 -4.5097
H -0.7104 5.9741 -1.4688
H 0.2534 6.5812 -2.8521
H 0.6215 3.9142 -1.3929
H 1.6378 5.4034 -1.2843
H 1.3120 3.8179 -3.7184
H 2.6569 2.5319 -2.0274
H 3.5209 3.9646 -1.6831
H 4.4298 3.9425 -4.0258
H 3.2599 2.6804 -4.4565
H 5.1276 1.1530 -4.9901
H 6.4055 1.1704 -3.7700
H 6.2029 2.5972 -4.6632
C 1.5400 -2.4899 6.0054
O 0.3486 -2.9551 5.3427
C 0.1593 -4.3272 5.6921
C -0.6714 -4.9670 4.6153
N -1.8009 -4.0924 4.3465
C -2.6153 -4.4217 3.1837
C -3.8776 -3.5291 3.1138
O -3.6279 -2.4792 2.2071
C -2.8617 -1.3613 2.6015
H 2.3740 -3.0752 5.6079
H 1.4896 -2.6884 7.0780
H 1.6684 -1.4294 5.8033
H -0.4196 -4.4313 6.6202
H 1.0879 -4.8553 5.9211
H -1.0291 -5.9143 5.0205
H 0.0114 -5.0802 3.7591
H -1.4774 -3.1547 4.1336
H -2.9299 -5.4695 3.2450
H -2.1216 -4.3104 2.2100
H -4.3461 -3.1717 4.0370
H -4.6858 -4.1467 2.7092
H -3.1673 -0.9614 3.5698
H -2.9057 -0.6283 1.7962
H -1.7969 -1.6407 2.5903
C 3.4350 3.8222 1.3554
O 3.2427 5.0972 1.9435
C 2.0284 5.2184 2.6802
C 0.7994 5.1023 1.8236
N 0.5870 6.1532 0.8414
C -0.0838 7.3597 1.3812
C -0.2108 8.4778 0.3318
O -1.5062 8.4745 -0.2487
C -1.6556 9.2411 -1.4269
H 3.4434 2.9815 2.0583
H 4.4463 3.8254 0.9474
H 2.7145 3.6281 0.5617
H 2.0831 6.1788 3.1970
H 2.1100 4.4337 3.4464
H -0.0628 5.1286 2.5042
H 0.6613 4.1415 1.3228
H 1.4674 6.5859 0.5680
H 0.4742 7.7851 2.2268
H -1.0242 7.0489 1.8409
H 0.5723 8.4495 -0.4296
H -0.1400 9.4131 0.8960
H -1.2552 10.2544 -1.3129
H -2.7249 9.4621 -1.4665
H -1.3273 8.7039 -2.3148
*
```

These are the Mulliken partial charges, in e, on atoms 1 to 5:
1. C -1.926
2. C 1.470
3. C -1.569
4. C 0.857
5. C -0.239

---

Preferred: ii; penalty for the next structure: 481.7 kJ/mol.